Density functional theory data (the ωB97M-V functional and the def2-TZVPD basis) for a molecular structure, C40H43FIrN4OP2S2Se.

Cartesian coordinates (Å):
Ir -1.57 -0.06 -1.21
C 4.86 -0.83 4.85
S 3.39 -1.82 4.56
C 2.97 -1.19 2.93
C 1.78 -1.95 2.38
C 1.36 -1.52 0.98
N 1.09 -0.03 0.79
P -0.60 0.30 0.97
C -1.08 -0.40 2.56
C -0.50 0.05 3.75
C -0.89 -0.50 4.96
C -1.88 -1.48 4.99
C -2.48 -1.91 3.81
C -2.07 -1.37 2.59
C -0.72 2.08 1.37
C 0.35 2.91 1.66
C 0.13 4.23 2.02
C -1.17 4.73 2.11
C -2.25 3.89 1.83
C -2.02 2.58 1.45
P 1.49 0.20 -0.94
C 3.32 0.09 -0.82
C 4.00 -0.48 -1.90
C 5.38 -0.58 -1.89
C 6.11 -0.13 -0.80
C 5.44 0.43 0.29
C 4.06 0.54 0.28
C 1.31 1.97 -1.39
C 0.24 2.24 -2.43
C -0.05 3.72 -2.78
C 0.82 4.76 -2.14
C 1.81 4.40 -1.33
C 2.06 2.99 -0.96
H 5.26 -1.11 5.82
H 4.63 0.23 4.86
H 5.62 -1.03 4.09
H 3.84 -1.29 2.27
H 2.73 -0.12 3.01
H 0.95 -1.88 3.08
H 2.03 -3.01 2.31
H 0.50 -2.11 0.64
H 2.19 -1.77 0.32
H 0.27 0.81 3.73
H -0.43 -0.17 5.88
H -2.19 -1.91 5.93
H -3.25 -2.67 3.84
H -2.51 -1.72 1.66
H 1.36 2.51 1.62
H 0.97 4.88 2.24
H -1.34 5.76 2.39
H -3.26 4.27 1.91
H -2.87 1.93 1.24
H 3.43 -0.84 -2.75
H 5.89 -1.03 -2.74
H 7.18 -0.21 -0.79
H 6.00 0.78 1.15
H 3.54 0.94 1.15
H 0.35 1.57 -3.28
H -0.18 3.90 -3.84
H 0.62 5.80 -2.36
H 2.44 5.16 -0.89
H 2.88 2.80 -0.28
F -1.44 -1.32 -7.24
C -1.43 -1.20 -5.90
C -0.22 -1.28 -5.24
C -0.20 -1.12 -3.86
C -1.37 -0.91 -3.12
C -2.57 -0.88 -3.84
C -2.61 -1.02 -5.23
H 0.69 -1.45 -5.81
H 0.75 -1.19 -3.34
H -3.51 -0.77 -3.32
H -3.54 -0.99 -5.78
Se -2.85 4.45 -1.71
C -1.37 3.37 -2.10
N -1.14 2.13 -1.86
C -2.02 -5.18 0.12
S -2.10 -3.86 -1.05
C -0.69 -4.31 -2.02
O -1.71 -2.61 -0.29
H -2.24 -6.12 -0.38
H -2.77 -4.97 0.88
H -1.02 -5.19 0.57
H -0.87 -5.30 -2.47
H 0.18 -4.32 -1.37
H -0.59 -3.56 -2.80
N -5.85 -0.77 -0.78
C -5.92 0.61 -0.86
C -4.64 1.03 -0.92
N -3.79 -0.06 -0.87
C -4.55 -1.13 -0.80
H -6.63 -1.40 -0.73
H -6.86 1.14 -0.87
H -4.26 2.04 -0.99
H -4.20 -2.15 -0.75

Calculated values
Spin multiplicity: 5
E_LUMO (alpha / beta) in eV: -2.31 / -5.05
Relative energy (zero: lowest compared OMol25 entry of this formula, charge and spin) in kJ/mol: 0.0
Strongest force on any atom in Eh/bohr: 0.01498
Net charge: +1

Charges computed using Mulliken, reported in e: atom 1 (Ir): 3.3654, atom 2 (C): -0.8256, atom 3 (S): -0.0328, atom 4 (C): -0.3982, atom 5 (C): -1.1392, atom 6 (C): -1.1197, atom 7 (N): 1.4584, atom 8 (P): -1.8776, atom 9 (C): 0.4541, atom 10 (C): -0.4051, atom 11 (C): -0.7126, atom 12 (C): -0.6340, atom 13 (C): -0.7911, atom 14 (C): 0.1029, atom 15 (C): 1.1286, atom 16 (C): 0.1419, atom 17 (C): -0.7390, atom 18 (C): -0.7322, atom 19 (C): -0.7684, atom 20 (C): -0.6660, atom 21 (P): -0.2138, atom 22 (C): 1.0428, atom 23 (C): -0.7066, atom 24 (C): -0.7225, atom 25 (C): -0.7015, atom 26 (C): -1.0952, atom 27 (C): -0.9259, atom 28 (C): 0.1979, atom 29 (C): -0.6993, atom 30 (C): 0.0521, atom 31 (C): -0.7419, atom 32 (C): -0.7815, atom 33 (C): 0.4848, atom 34 (H): 0.3678, atom 35 (H): 0.2519, atom 36 (H): 0.2507, atom 37 (H): 0.3022, atom 38 (H): 0.1138, atom 39 (H): 0.2641, atom 40 (H): 0.6712, atom 41 (H): -0.2897, atom 42 (H): 0.9625, atom 43 (H): 0.3767, atom 44 (H): 0.4492, atom 45 (H): 0.4123, atom 46 (H): 0.4582, atom 47 (H): 0.1860, atom 48 (H): 0.3723, atom 49 (H): 0.4675, atom 50 (H): 0.3956, atom 51 (H): 0.5182, atom 52 (H): 0.3935, atom 53 (H): 0.4013, atom 54 (H): 0.4522, atom 55 (H): 0.4041, atom 56 (H): 0.4741, atom 57 (H): 0.6227, atom 58 (H): 0.4586, atom 59 (H): 0.5561, atom 60 (H): 0.4439, atom 61 (H): 0.4651, atom 62 (H): 0.3645, atom 63 (F): -0.3508, atom 64 (C): 0.1158, atom 65 (C): -0.3805, atom 66 (C): -0.2904, atom 67 (C): 0.2492, atom 68 (C): -0.3389, atom 69 (C): -0.8436, atom 70 (H): 0.4861, atom 71 (H): 0.4634, atom 72 (H): 0.1034, atom 73 (H): 0.4785, atom 74 (Se): 0.0819, atom 75 (C): -0.7327, atom 76 (N): -0.1430, atom 77 (C): -1.1441, atom 78 (S): 0.3244, atom 79 (C): -0.6670, atom 80 (O): -0.7312, atom 81 (H): 0.4697, atom 82 (H): 0.3239, atom 83 (H): 0.3065, atom 84 (H): 0.5169, atom 85 (H): 0.2550, atom 86 (H): 0.0192, atom 87 (N): -0.0084, atom 88 (C): -0.7126, atom 89 (C): -0.3033, atom 90 (N): 0.2539, atom 91 (C): -0.6718, atom 92 (H): 0.2318, atom 93 (H): 0.4087, atom 94 (H): 0.0621, atom 95 (H): 0.6020

=====

Density functional theory data (the ωB97M-V functional and the def2-TZVPD basis) for a molecular structure, C40H43GeN3O2PS2Se2Y at a distorted geometry.

Cartesian coordinates (Å):
Y -0.10 0.43 0.84
C -3.34 2.15 3.62
C -2.32 1.24 2.98
N -1.96 1.41 1.74
N -2.56 2.50 1.09
C -2.15 2.78 -0.09
S -0.97 1.99 -1.12
S -2.84 4.22 -0.85
C -4.10 4.67 0.35
C -3.65 5.56 1.49
C -2.42 5.42 2.11
C -2.07 6.22 3.19
C -2.96 7.18 3.67
C -4.19 7.34 3.04
C -4.53 6.54 1.96
C -1.76 0.14 3.81
C -1.98 0.19 5.20
C -1.53 -0.79 6.06
C -0.84 -1.89 5.53
C -0.61 -1.97 4.17
C -1.04 -0.96 3.30
O -0.78 -1.08 2.01
H -3.84 2.75 2.88
H -2.85 2.83 4.32
H -4.07 1.56 4.18
H -4.49 3.73 0.73
H -4.88 5.15 -0.23
H -1.72 4.67 1.74
H -1.10 6.10 3.67
H -2.69 7.81 4.51
H -4.89 8.10 3.39
H -5.49 6.67 1.47
H -2.50 1.05 5.62
H -1.70 -0.70 7.13
H -0.48 -2.67 6.19
H -0.07 -2.80 3.74
C -3.61 -3.24 -4.24
Ge -2.16 -2.01 -3.93
C -0.50 -2.92 -4.35
C -2.35 -0.41 -5.02
C -2.24 -1.40 -2.06
Se -0.71 -1.82 -0.92
C -1.48 -3.29 0.07
H -3.60 -3.58 -5.29
H -4.59 -2.78 -4.04
H -3.50 -4.12 -3.60
H -0.19 -2.68 -5.37
H -0.63 -4.00 -4.25
H 0.30 -2.61 -3.66
H -1.87 -0.53 -5.99
H -1.90 0.44 -4.49
H -3.41 -0.18 -5.17
H -3.12 -1.78 -1.55
H -2.30 -0.31 -2.06
H -1.68 -4.10 -0.62
H -2.38 -2.94 0.56
H -0.75 -3.59 0.81
O 1.83 0.05 -0.22
P 2.83 -0.86 -0.93
C 4.49 -0.50 -0.38
C 5.50 -1.46 -0.43
C 6.77 -1.15 0.06
C 7.00 0.11 0.61
C 5.99 1.06 0.67
C 4.73 0.76 0.17
C 2.59 -2.58 -0.55
C 2.34 -2.90 0.79
C 2.21 -4.23 1.16
C 2.32 -5.24 0.20
C 2.56 -4.92 -1.13
C 2.71 -3.58 -1.51
C 2.73 -0.63 -2.70
C 1.63 0.05 -3.23
C 1.55 0.28 -4.60
C 2.57 -0.16 -5.43
C 3.67 -0.82 -4.91
C 3.76 -1.05 -3.55
H 5.31 -2.45 -0.83
H 7.55 -1.89 0.03
H 7.98 0.34 1.02
H 6.18 2.02 1.12
H 3.93 1.49 0.23
H 2.28 -2.13 1.55
H 2.02 -4.48 2.20
H 2.21 -6.28 0.50
H 2.65 -5.70 -1.88
H 2.88 -3.33 -2.55
H 0.84 0.40 -2.57
H 0.70 0.81 -5.00
H 2.51 0.04 -6.50
H 4.47 -1.15 -5.57
H 4.64 -1.55 -3.14
Se 3.12 -0.25 3.79
C 1.94 0.77 2.93
N 1.17 1.43 2.33

Calculated values
E_LUMO in eV: 0.26
Relative energy (zero: lowest compared OMol25 entry of this formula, charge and spin) in kJ/mol: 69.4
Strongest force on any atom in Eh/bohr: 0.03677

Charges computed using Mulliken, reported in e: atom 1 (Y): 0.9581, atom 2 (C): -1.7691, atom 3 (C): 1.2017, atom 4 (N): -0.0956, atom 5 (N): -0.6759, atom 6 (C): 0.6822, atom 7 (S): -0.7696, atom 8 (S): -0.1306, atom 9 (C): -0.8017, atom 10 (C): 0.7924, atom 11 (C): 0.0067, atom 12 (C): -0.8418, atom 13 (C): -0.4447, atom 14 (C): -0.5023, atom 15 (C): -0.5570, atom 16 (C): 0.5887, atom 17 (C): -0.8382, atom 18 (C): -1.0296, atom 19 (C): -0.5430, atom 20 (C): -0.5166, atom 21 (C): 0.1776, atom 22 (O): 0.0062, atom 23 (H): 0.1342, atom 24 (H): 0.4114, atom 25 (H): 0.5276, atom 26 (H): 0.2132, atom 27 (H): 0.4861, atom 28 (H): 0.3283, atom 29 (H): 0.4162, atom 30 (H): 0.3738, atom 31 (H): 0.3658, atom 32 (H): 0.3274, atom 33 (H): 0.3750, atom 34 (H): 0.3825, atom 35 (H): 0.4136, atom 36 (H): 0.3418, atom 37 (C): -1.2284, atom 38 (Ge): 0.5834, atom 39 (C): -0.7193, atom 40 (C): -1.1527, atom 41 (C): -1.1408, atom 42 (Se): 0.3797, atom 43 (C): -1.1665, atom 44 (H): 0.3535, atom 45 (H): 0.3784, atom 46 (H): 0.3547, atom 47 (H): 0.3668, atom 48 (H): 0.3780, atom 49 (H): -0.0992, atom 50 (H): 0.3821, atom 51 (H): 0.2803, atom 52 (H): 0.3663, atom 53 (H): 0.6102, atom 54 (H): 0.2638, atom 55 (H): 0.3765, atom 56 (H): 0.4351, atom 57 (H): 0.1579, atom 58 (O): 0.0351, atom 59 (P): 0.6111, atom 60 (C): 0.8178, atom 61 (C): -0.3271, atom 62 (C): -0.7732, atom 63 (C): -0.4836, atom 64 (C): -0.7467, atom 65 (C): -0.5039, atom 66 (C): 0.9347, atom 67 (C): -0.0082, atom 68 (C): -0.7084, atom 69 (C): -0.5865, atom 70 (C): -0.7847, atom 71 (C): -0.3521, atom 72 (C): 0.3175, atom 73 (C): 0.0538, atom 74 (C): -0.6680, atom 75 (C): -0.6122, atom 76 (C): -0.7297, atom 77 (C): -0.4002, atom 78 (H): 0.3764, atom 79 (H): 0.4056, atom 80 (H): 0.3948, atom 81 (H): 0.4081, atom 82 (H): 0.3622, atom 83 (H): -0.1149, atom 84 (H): 0.4476, atom 85 (H): 0.3866, atom 86 (H): 0.4483, atom 87 (H): 0.3096, atom 88 (H): 0.1523, atom 89 (H): 0.4608, atom 90 (H): 0.4006, atom 91 (H): 0.4255, atom 92 (H): 0.4247, atom 93 (Se): -0.2652, atom 94 (C): 0.5199, atom 95 (N): -0.7831